C25H36BCsN8O2PS2Se | the ωB97M-V functional and the def2-TZVPD basis

XYZ file:
```
77
Properties=species:S:1:pos:R:3:forces:R:3
H -1.0744 6.9333 0.0126 0.0 0.0 0.0
H 0.3518 2.8887 -0.2140 0.0 0.0 0.0
H -6.4095 -2.0952 2.4130 0.0 0.0 0.0
C 2.3665 0.2069 -1.7520 0.0 0.1 0.0
H 0.9330 -3.7973 3.2476 0.0 0.0 0.0
C 3.5349 3.1092 1.6098 0.0 0.0 -0.1
H 0.3840 4.1913 4.0274 0.0 0.0 0.0
H 1.5778 -3.8790 1.6077 0.0 0.0 0.0
H 4.7874 4.5222 0.6293 0.0 0.0 0.0
N 3.5943 0.2612 0.0057 0.0 0.0 0.0
Cs -0.0256 -0.2788 1.2735 0.0 0.0 0.1
C -0.2317 4.9557 -0.1351 0.0 0.0 0.0
N 2.0305 1.7798 2.5737 0.1 0.3 0.0
C 1.1977 0.5247 -2.6297 0.0 0.0 0.0
C 3.6429 -0.7370 3.6912 0.0 0.0 0.0
C 2.5293 3.9188 2.0897 0.0 0.1 0.1
H 0.6504 -0.3784 -2.9096 0.0 0.0 0.0
H -6.1577 -0.3450 2.5612 0.0 0.0 0.0
C 2.5844 -2.4921 2.8641 0.1 0.0 0.0
N 3.2167 1.8385 1.9156 0.0 -0.2 0.1
H -3.7821 -0.7247 3.2011 0.0 0.0 0.0
H 5.2755 -1.9375 0.3917 0.0 0.0 0.0
O -2.4779 -4.6571 3.7189 0.0 0.0 0.0
N -4.0996 3.5345 0.4245 0.0 0.0 0.0
B 3.9557 0.5610 1.4734 0.0 0.1 0.0
H -4.9073 -5.7872 3.6969 0.0 0.0 0.0
H 4.7526 2.9238 -0.1341 0.0 0.0 0.0
C 4.7562 3.4500 0.8230 0.0 0.0 0.0
N 3.5107 -0.6214 2.3558 0.0 -0.1 0.0
C -2.5828 5.4280 0.2105 0.0 0.0 0.0
H 1.5113 1.0191 -3.5522 0.0 0.0 0.0
H 5.8187 -1.9060 -1.2958 0.0 0.0 0.0
S -1.3018 -2.0464 4.1857 0.0 0.0 0.0
N 2.4473 0.7301 -0.5368 0.0 0.0 -0.1
H 0.5114 1.1902 -2.1051 0.0 0.0 0.0
N 2.8648 -1.6977 1.8391 0.0 0.0 0.0
C -1.2833 5.8685 0.0260 0.0 0.0 0.0
N -2.0926 1.7962 0.1254 0.0 0.0 0.0
C 1.6143 3.0355 2.6897 -0.1 -0.1 0.0
H -6.0643 -1.3825 3.9974 0.0 0.0 0.0
H 0.7832 5.3160 -0.2597 0.0 0.0 0.0
C 5.4718 -1.2903 -0.4658 0.0 0.0 0.0
C -2.8707 4.0459 0.2402 0.0 0.0 0.0
P -2.3989 -3.1904 3.0317 0.0 0.0 -0.1
H -2.5377 -6.6594 3.5982 0.0 0.0 0.0
C 3.0593 -1.9309 4.0656 0.0 0.0 0.0
H -0.4388 3.6090 2.5845 0.0 0.0 0.0
C -1.7802 3.1043 0.0708 0.1 0.0 0.0
H 5.6674 3.1617 1.3517 0.0 0.0 0.0
C 4.2262 -0.5642 -0.8483 0.1 0.0 0.0
C 4.2695 0.3316 4.5219 0.0 0.0 0.0
H -4.6268 -6.8346 2.2883 0.0 0.0 0.0
C 0.3064 3.3464 3.3409 -0.1 0.0 -0.1
O -3.9712 -2.7821 3.1822 0.0 0.0 0.0
H 5.1601 0.7345 1.5652 0.0 0.0 0.0
H 4.4625 -0.0378 5.5292 0.0 0.0 0.0
C 1.8512 -3.7772 2.6577 0.0 0.0 0.0
H 3.6073 1.1976 4.5851 0.0 0.0 0.0
H 6.2675 -0.5974 -0.1847 0.0 0.0 0.0
C -0.4689 3.5926 -0.1177 0.0 0.0 0.0
S -1.9716 -3.3406 1.0985 0.0 0.0 0.1
C 3.4773 -0.6199 -2.0062 0.0 -0.1 0.0
H -0.0514 2.4768 3.8928 0.0 0.0 0.0
C -2.8690 -5.8157 2.9884 0.0 0.0 0.0
C -4.3662 -5.8799 2.7537 0.0 0.0 0.0
H 2.4494 4.9899 1.9921 0.0 0.0 0.0
H 5.2116 0.6673 4.0823 0.0 0.0 0.0
C -4.3591 -1.4979 2.6873 0.0 0.0 0.0
H 2.4641 -4.6366 2.9438 0.0 0.0 0.0
H 3.6935 -1.1967 -2.8920 0.0 0.0 0.0
H -2.3339 -5.8386 2.0364 0.0 0.0 0.0
H -3.4006 6.1270 0.3436 0.0 0.0 0.0
H 2.9574 -2.3209 5.0658 0.0 0.0 0.0
Se -3.8877 1.7335 0.3979 0.0 0.0 0.0
C -5.8400 -1.3213 2.9312 0.0 0.0 0.0
H -4.6809 -5.0704 2.0969 0.0 0.0 0.0
H -4.1288 -1.4394 1.6201 0.0 0.0 0.0
```
Forces are in eV/Å.

Calculated values
2S+1 = 2
Charge = -2
Relative energy (zero: lowest compared OMol25 entry of this formula, charge and spin) = 0.000 eV
LUMO energy (spin up / spin down) = 3.931 / 3.929 eV
Frontier orbital gap (spin up / spin down) = 4.139 / 6.317 eV



C25H36Cl19F9N2O2Si2 | the ωB97M-V functional and the def2-TZVPD basis

XYZ file:
```
95
Properties=species:S:1:pos:R:3:forces:R:3
H 2.9251 -2.4026 -0.9707 0.5 0.3 0.6
C -2.6705 0.5680 -0.2312 -0.7 -0.4 0.0
Cl 3.2991 7.9510 2.3403 0.0 0.0 0.0
F 4.3447 0.7976 -3.0024 -0.1 -0.2 0.1
H 1.9380 -3.8198 2.9427 0.2 0.2 -0.1
C 1.8975 -3.6719 1.8769 -0.3 -0.1 -0.7
Cl -1.3991 3.2016 -2.8687 -0.3 0.0 -0.1
H 0.9161 -3.9723 -1.2932 -0.5 0.2 0.2
C -3.2476 -1.4139 -1.7624 -0.1 -0.6 1.0
F 3.1492 0.1066 -0.8235 -0.5 -0.1 0.2
Cl -8.1197 0.3370 1.8409 0.0 0.0 0.0
H 1.8645 4.6290 0.1706 0.4 0.1 0.1
H 2.7154 -1.6472 3.5426 0.0 0.1 -0.1
C 2.0734 1.2600 2.2142 0.4 -0.8 -0.9
F 2.7191 0.1899 -4.8803 0.0 0.0 0.2
H 8.0207 2.0383 4.6294 0.0 0.0 0.0
H 1.2794 5.4980 2.1251 0.1 0.1 0.4
C 3.0910 1.2838 -2.8551 0.2 -0.6 0.4
C 1.4131 1.7493 -0.8883 -0.6 -0.3 1.2
H 3.2215 3.8256 1.0858 -0.1 0.2 -0.5
H 0.2786 -4.9207 1.2052 0.0 0.0 -0.1
C -1.8265 0.1253 1.0063 -0.4 0.5 -0.3
H -0.9662 -0.4940 0.7418 -0.1 0.0 0.0
C -3.0743 3.2460 -3.4160 0.1 -0.1 0.0
H -2.2069 -1.1959 -2.0299 -0.2 0.1 0.0
H 1.6142 -0.6135 1.0841 0.4 0.0 0.0
Cl -10.7918 -4.9224 -2.6353 0.0 0.0 0.0
H 3.8304 7.8907 4.6210 0.0 0.0 0.0
H -4.6163 0.1004 -1.1299 0.4 -0.2 0.6
Cl 2.5189 -5.2656 -2.1526 0.7 -0.7 -1.3
C 1.0657 -4.2252 0.9505 -1.6 -1.1 -0.2
C 3.0846 -1.0390 2.7057 -0.1 -0.6 0.1
H 4.4694 -2.6594 2.2751 -0.1 0.1 -0.1
F 3.7733 2.1580 -0.8167 -0.5 0.4 0.2
Cl -4.1790 3.0758 -2.0490 -0.1 0.2 -0.1
F 3.0898 2.5074 -3.3922 -0.4 0.1 0.1
C 2.1501 0.3519 -3.6683 0.2 -0.1 -1.5
C -3.2969 -2.8466 -1.1980 -0.3 1.0 -1.0
C -9.8815 -3.4214 -2.8083 0.1 -0.1 0.1
C -7.7208 0.2288 0.1254 0.1 0.0 0.1
H -3.0151 -5.1063 -0.6383 0.0 -0.2 -0.1
F 2.0094 -0.8581 -3.1403 0.0 0.2 0.4
Si 1.2122 2.3488 0.9518 0.7 1.9 1.0
C -3.7838 -0.4401 -0.6467 1.0 0.1 -1.6
H -1.8464 -5.4210 -1.9780 0.0 0.0 0.3
Cl -6.5740 1.4982 -0.3251 -0.3 0.1 0.1
Cl 3.5951 -4.0610 -4.5660 0.0 0.0 0.0
N 2.7154 -2.8623 1.1568 2.3 1.1 0.7
H 4.3450 -1.4892 0.9810 -0.4 -0.2 -0.3
C 7.4575 2.7714 5.1922 0.0 0.1 0.1
Cl 4.7372 5.8893 3.8060 0.0 0.3 0.1
C 2.8263 1.3203 -1.3054 0.7 0.3 -1.2
H -3.5448 -5.7699 -2.2372 0.0 0.1 0.3
H -8.6295 0.3729 -0.4455 0.0 0.0 0.0
Cl -1.0244 1.2879 3.9774 0.2 0.1 -0.7
C 2.4508 -2.9156 -0.1468 -1.4 -0.5 -2.1
Cl 7.1034 2.0953 6.7823 0.0 0.0 -0.1
C 3.7580 -2.0256 1.7297 0.0 0.3 1.0
H -4.3153 -2.9886 -0.7940 0.3 -0.3 0.1
H -3.8498 -1.3540 -2.6742 0.0 0.0 0.1
F 0.9555 0.8919 -3.8900 0.0 0.1 0.5
H 1.8970 1.6040 3.2380 -0.2 0.0 -0.2
C 2.1422 4.0084 1.0290 -0.5 -0.7 0.5
H -2.0497 0.7284 -1.1163 0.1 0.2 0.2
N 1.7105 4.6075 2.3305 -0.1 -0.3 -0.6
H -2.5520 -2.9045 -0.3894 -0.1 -0.3 -0.1
Cl 5.8317 8.5693 3.6155 0.0 0.0 0.0
Cl -7.0766 -1.3653 -0.2675 -0.1 0.1 0.1
F 0.5690 0.6921 -1.1310 0.2 -0.1 -0.3
Cl 5.9634 3.1122 4.3133 0.1 -0.4 0.0
F 0.9829 2.7834 -1.6715 0.6 -0.1 -0.2
O -0.3842 2.7626 1.2450 0.4 -1.8 0.0
H -4.1539 -1.0420 0.1881 -0.1 0.4 0.1
H 3.8207 -0.3678 3.1663 -0.1 0.0 -0.3
Cl 8.4376 4.2304 5.3377 0.0 0.0 0.0
H -3.1776 1.5231 -0.0401 0.3 -0.1 0.2
Cl -10.5401 -2.1699 -1.7470 0.0 0.0 0.0
H -2.5100 -0.4572 1.6418 0.4 0.0 0.1
C 1.3774 -3.7637 -0.3575 0.2 0.9 2.2
H 3.1526 1.4331 2.0454 -0.3 0.3 -0.2
Si -1.4613 1.7032 1.9556 -0.6 0.2 0.2
C -2.8579 -5.0892 -1.7174 0.0 0.2 -1.1
Cl 3.7281 -6.9448 -4.2210 -0.1 0.0 0.0
H 2.5227 4.7364 2.9166 -0.2 0.3 0.0
H 1.8255 -5.5830 -4.3722 0.0 0.0 0.0
H -3.2557 4.2063 -3.8812 0.0 0.0 0.0
C 1.8841 -0.2805 2.0896 -0.3 0.6 1.3
Cl -3.3716 1.9839 -4.6134 0.0 0.0 0.0
O -3.0506 -3.7706 -2.2506 0.2 -0.3 1.1
H -2.7415 2.4293 2.0259 0.1 0.1 0.1
C 4.3543 7.6125 3.7155 0.0 0.0 -0.1
H -9.9793 -3.0822 -3.8314 0.0 0.0 0.0
H 1.0153 -0.5132 2.7187 0.0 -0.1 -0.3
C 2.7894 -5.4801 -3.8901 0.2 -0.2 0.2
Cl -8.1706 -3.6851 -2.4758 0.0 -0.1 -0.1
```
Forces are in eV/Å.

Calculated values
LUMO energy = 0.358 eV
Frontier orbital gap = 8.574 eV



C25H36Cl3GeN4O6Tc | the ωB97M-V functional and the def2-TZVPD basis

XYZ file:
```
76
Properties=species:S:1:pos:R:3:forces:R:3
C 0.5777 -1.0889 -2.6350 0.0 -0.1 0.1
H -4.0272 3.0593 1.8106 0.0 0.0 0.0
H 3.9160 -0.6405 -0.3366 0.0 0.0 0.0
H 4.3074 0.0812 -3.9009 0.0 0.0 0.0
H -1.4349 0.5275 2.6972 0.0 0.0 0.0
C -1.1182 2.3188 -2.7352 0.0 0.1 0.0
Tc -1.0915 -0.6089 -1.4865 -0.1 -0.4 0.2
C 0.6352 -0.6821 1.1757 0.1 -0.1 0.1
H 0.3201 -0.9282 -3.6855 0.0 0.0 0.0
H 1.4385 -3.1078 4.5595 0.0 0.0 0.0
Cl -3.4785 -4.2761 -4.5056 0.0 0.0 0.0
H -3.0805 0.5449 3.3200 0.0 0.0 0.0
N 1.9782 -0.8466 2.9443 0.0 0.0 0.0
Ge 2.3220 -0.2324 -2.3158 0.0 0.0 -0.1
H 0.7121 -2.1732 -2.5167 0.1 0.0 0.0
C 3.2744 1.5509 1.6290 0.0 0.0 0.0
C 1.0398 2.4205 1.9374 -0.1 0.0 0.1
C 3.2947 -0.3087 -4.0134 0.0 0.0 0.0
O 0.0627 -0.0920 0.1989 -0.2 0.2 -0.2
H 3.3629 -1.3375 -4.3688 0.0 0.0 0.0
H -2.1835 2.0736 3.1740 0.0 0.0 0.0
C -3.2259 -0.0905 0.6797 0.1 0.0 0.2
H -3.6225 -4.7840 -0.1578 0.0 0.0 0.0
C -2.4959 -3.0911 -0.7936 0.0 -0.1 0.0
C -2.9116 1.2934 1.3037 -0.1 0.0 -0.1
H 2.6466 -1.8792 -0.3554 0.0 0.0 0.0
H 3.1344 1.9772 -1.3487 0.0 0.0 0.0
C 3.3128 -1.2821 -0.9809 0.0 0.0 0.0
H 2.5996 0.6887 4.2017 0.0 0.0 0.0
H 3.2419 4.9215 1.3442 0.0 0.0 0.0
H -0.5249 4.3041 -2.8699 0.0 0.0 0.0
C -1.2702 3.6398 -3.3053 0.0 0.1 0.0
H -4.9836 1.5613 1.8354 0.0 0.0 0.0
H 3.9473 0.7033 1.5821 0.0 0.0 0.0
O -1.9831 2.0304 0.5101 0.0 0.1 0.0
H 1.4552 -4.1477 3.1338 0.0 0.0 0.0
O -1.4172 -2.4902 -0.6595 0.1 0.1 -0.1
H 2.0248 2.2686 -2.6856 0.0 0.0 0.0
C -4.1990 2.1052 1.3115 0.0 0.0 0.0
C 1.9208 1.3528 1.8674 0.0 0.1 0.0
N 1.4216 0.0275 2.0377 0.0 -0.1 0.1
O -3.2694 -3.0040 -1.8463 0.0 0.0 0.0
H -2.2285 -4.3440 0.8942 0.0 0.0 0.0
C -3.8939 -2.5967 -4.0983 0.0 0.0 0.0
C 1.8559 -3.2315 3.5585 0.0 0.0 0.0
C 1.5195 3.7059 1.7320 0.0 0.0 0.0
H 2.7858 0.2818 -4.7768 0.0 0.0 0.0
H -0.0068 2.2526 2.1647 0.1 0.0 0.0
H -4.5253 2.2958 0.2887 0.0 0.0 0.0
O -2.9276 -0.2422 -0.5800 0.1 0.2 0.1
Cl -5.5811 -2.5000 -3.5739 0.0 0.0 0.0
N -2.1922 -1.2150 -2.9794 0.0 -0.1 -0.2
H -1.1337 3.5870 -4.3842 0.0 0.0 0.0
C -2.9894 -2.1498 -2.9518 0.0 0.0 0.0
H -2.2683 4.0114 -3.0772 0.0 0.0 0.0
C 2.8697 3.9164 1.4926 0.0 0.0 0.0
H 0.8357 4.5428 1.7783 0.0 0.0 0.0
H 3.6797 -0.7122 4.1690 0.0 0.0 0.0
C -2.3681 1.1006 2.7146 -0.1 -0.1 0.0
H -1.1268 1.5885 0.5640 0.0 -0.1 -0.1
H -3.6817 -3.3261 0.8651 0.0 0.0 0.0
H 4.8021 3.0042 1.2750 0.0 0.0 0.0
C 1.5038 -2.0775 2.6905 0.0 0.0 0.0
C 3.7476 2.8406 1.4529 0.0 0.0 0.0
O -3.7423 -0.9623 1.3599 0.1 0.1 -0.1
C 2.6382 -0.3949 4.1604 0.0 0.0 0.0
C -3.0335 -3.9755 0.2649 0.0 0.0 0.0
H 1.3955 1.8442 -1.0767 0.0 0.0 0.0
H 3.9885 -1.9637 -1.4989 0.0 0.0 0.0
C 0.6753 -2.0244 1.5916 -0.1 0.0 0.0
H 0.1619 -2.8452 1.1267 0.0 0.0 0.0
Cl -3.6427 -1.5705 -5.4989 0.0 0.0 0.0
C 2.1923 1.6569 -1.7964 0.0 0.0 0.0
N -0.9976 1.2785 -2.2860 0.0 0.1 0.0
H 2.9371 -3.3359 3.6538 0.0 0.0 0.0
H 2.1223 -0.7986 5.0299 0.0 0.0 0.0
```
Forces are in eV/Å.

Calculated values
2S+1 = 4
Charge = +1
Relative energy (zero: lowest compared OMol25 entry of this formula, charge and spin) = 0.000 eV
LUMO energy (spin up / spin down) = -2.142 / -3.762 eV
Frontier orbital gap (spin up / spin down) = 9.229 / 7.696 eV



no.,largest force on an atom (eV/Å),energy (eV)
1,0.34,-140063.2866
2,2.66,-311725.5644
3,0.45,-141031.3853